Entry 1:
{"formula": "C12H24F8Li4N4O22S11", "method": "ωB97M-V with the def2-TZVPD basis set", "species": ["Li", "Li", "Li", "Li", "N", "S", "O", "O", "F", "S", "O", "O", "F", "N", "S", "O", "O", "F", "S", "O", "O", "F", "N", "S", "O", "O", "F", "S", "O", "O", "F", "N", "S", "O", "O", "F", "S", "O", "O", "F", "C", "C", "C", "S", "O", "O", "C", "H", "H", "H", "H", "H", "H", "H", "H", "C", "C", "C", "S", "O", "O", "C", "H", "H", "H", "H", "H", "H", "H", "H", "C", "C", "C", "S", "O", "O", "C", "H", "H", "H", "H", "H", "H", "H", "H"], "xyz": [[3.07, 1.91, 2.51], [-1.02, 3.68, 2.33], [-5.89, 1.41, 0.19], [-6.21, -1.96, -3.79], [-1.42, -9.36, -4.09], [-1.31, -7.86, -3.13], [-2.26, -6.79, -3.33], [0.04, -7.51, -2.74], [-1.96, -8.45, -1.75], [-0.78, -8.58, -5.25], [0.71, -8.59, -5.26], [-1.51, -7.52, -5.98], [-0.95, -9.63, -6.40], [0.53, 1.62, -0.91], [0.73, 2.59, -2.28], [-0.32, 2.75, -3.27], [2.08, 2.70, -2.76], [0.64, 3.98, -1.47], [-0.08, 0.45, -1.66], [0.74, -0.21, -2.69], [-1.54, 0.50, -1.84], [0.03, -0.60, -0.40], [-8.83, 1.05, -2.81], [-9.31, 1.94, -4.00], [-9.84, 3.27, -3.85], [-9.79, 1.23, -5.19], [-7.79, 2.26, -4.39], [-10.45, 1.06, -2.31], [-11.46, 0.39, -3.12], [-10.92, 2.10, -1.38], [-10.13, -0.15, -1.24], [-5.03, 4.54, 2.27], [-5.88, 4.83, 3.48], [-7.27, 4.42, 3.39], [-5.57, 6.01, 4.33], [-5.41, 3.50, 4.29], [-5.48, 6.03, 1.46], [-4.58, 7.14, 1.43], [-6.92, 6.26, 1.25], [-5.11, 5.47, 0.03], [8.62, 8.74, 1.65], [7.33, 9.07, 0.78], [7.34, 7.99, -0.24], [7.95, 6.44, 0.57], [9.00, 5.90, -0.36], [6.93, 5.60, 1.22], [8.70, 7.28, 2.00], [8.77, 9.33, 2.55], [9.47, 9.00, 1.00], [7.19, 10.10, 0.45], [6.47, 9.00, 1.45], [8.09, 8.27, -0.98], [6.44, 7.76, -0.82], [9.74, 6.95, 1.93], [8.12, 7.06, 2.90], [8.49, -5.09, -2.47], [7.22, -4.26, -2.48], [7.61, -2.79, -2.70], [8.84, -3.02, -4.08], [9.94, -2.09, -3.73], [8.09, -3.02, -5.35], [9.21, -4.82, -3.78], [8.35, -6.17, -2.49], [9.19, -5.00, -1.64], [6.67, -4.34, -1.54], [6.64, -4.68, -3.30], [8.15, -2.42, -1.83], [6.91, -1.99, -2.94], [10.29, -4.94, -3.62], [8.74, -5.33, -4.62], [-6.03, -3.83, 7.38], [-5.11, -4.98, 6.96], [-4.83, -4.81, 5.51], [-6.32, -4.10, 4.73], [-7.07, -5.12, 4.03], [-5.94, -2.82, 4.06], [-7.11, -3.79, 6.35], [-5.39, -2.96, 7.53], [-6.47, -3.91, 8.38], [-5.53, -5.91, 7.34], [-4.17, -4.98, 7.51], [-4.39, -5.66, 4.99], [-4.21, -3.97, 5.18], [-7.74, -4.67, 6.50], [-7.71, -2.88, 6.34]], "total_charge": 0}

Entry 2:
{"formula": "C12H24N2O2", "method": "ωB97M-V with the def2-TZVPD basis set", "species": ["C", "C", "C", "C", "C", "C", "C", "C", "O", "N", "N", "C", "C", "O", "C", "C", "H", "H", "H", "H", "H", "H", "H", "H", "H", "H", "H", "H", "H", "H", "H", "H", "H", "H", "H", "H", "H", "H", "H", "H"], "xyz": [[-4.29, -0.19, -1.61], [-4.62, -0.57, -0.17], [-3.73, 0.13, 0.87], [-2.56, -0.72, 1.37], [-1.49, -1.05, 0.32], [-0.79, 0.17, -0.29], [-0.01, 0.99, 0.75], [0.73, 2.10, 0.05], [0.26, 3.19, -0.19], [1.99, 1.81, -0.35], [2.63, 0.59, -0.10], [3.06, -0.06, -1.33], [3.64, -1.43, -0.96], [4.73, -1.30, -0.08], [4.34, -0.63, 1.10], [3.77, 0.75, 0.80], [-4.38, 0.89, -1.75], [-3.28, -0.48, -1.88], [-4.98, -0.67, -2.30], [-4.54, -1.65, -0.06], [-5.66, -0.30, 0.01], [-3.37, 1.07, 0.47], [-4.34, 0.37, 1.74], [-2.95, -1.66, 1.76], [-2.09, -0.20, 2.20], [-1.94, -1.63, -0.48], [-0.73, -1.68, 0.80], [-0.08, -0.19, -1.05], [-1.51, 0.81, -0.78], [0.69, 0.35, 1.28], [-0.71, 1.45, 1.45], [2.51, 2.55, -0.82], [2.19, -0.19, -1.98], [3.82, 0.53, -1.86], [4.02, -1.94, -1.84], [2.85, -2.04, -0.49], [5.23, -0.56, 1.72], [3.57, -1.22, 1.63], [3.43, 1.23, 1.71], [4.56, 1.38, 0.34]], "relative_energy_kcal_mol": 49.4, "total_charge": 0, "smiles": "CCCCCCCC(=O)NN1CCOCC1"}

Entry 3:
{"formula": "C12H24N2O3", "method": "ωB97M-V with the def2-TZVPD basis set", "species": ["C", "C", "C", "C", "C", "N", "C", "O", "N", "C", "C", "C", "C", "C", "C", "O", "O", "H", "H", "H", "H", "H", "H", "H", "H", "H", "H", "H", "H", "H", "H", "H", "H", "H", "H", "H", "H", "H", "H", "H", "H"], "xyz": [[2.92, 0.18, 3.15], [2.00, 0.65, 2.11], [1.16, 1.91, 2.32], [1.09, 2.31, 3.89], [-0.10, 1.93, 1.38], [-1.17, 2.69, 2.04], [-0.37, 0.56, 0.92], [-1.38, -0.03, 1.46], [0.02, 0.23, -0.37], [-0.56, -0.76, -1.24], [-0.02, -0.97, -2.58], [-1.16, -1.10, -3.74], [-0.53, -1.41, -5.04], [-1.98, 0.16, -3.87], [-0.15, -2.01, -0.42], [0.57, -2.90, -0.85], [-0.66, -2.24, 0.76], [3.76, -0.28, 2.65], [3.46, 0.97, 3.69], [2.59, -0.32, 4.05], [2.49, 0.82, 1.10], [1.35, -0.23, 1.81], [1.65, 2.89, 2.04], [0.26, 2.06, 4.68], [2.11, 2.08, 4.25], [0.89, 3.29, 4.10], [0.26, 2.44, 0.47], [-1.56, 2.21, 2.85], [-0.62, 3.59, 2.37], [0.72, 0.89, -0.79], [-1.75, -0.75, -1.20], [0.52, -0.04, -2.90], [0.61, -1.84, -2.51], [-1.79, -2.02, -3.48], [-1.44, -1.49, -5.71], [0.19, -2.12, -5.03], [0.02, -0.63, -5.54], [-1.40, 1.11, -4.17], [-2.80, 0.29, -4.73], [-2.32, 0.61, -2.89], [-1.19, -1.39, 1.07]], "relative_energy_kcal_mol": 120.6, "total_charge": 0, "smiles": "CC[C@H](C)[C@H](N)C(=O)N[C@@H](CC(C)C)C(=O)O"}

Computed values of E_HOMO (unit: eV) for the preceding records, in sequence: -7.90, -9.50, -9.47.
Computed values of frontier orbital gap (unit: eV) for the preceding records, in sequence: 1.84, 10.33, 9.77.